No. 1
Formula: C42H28CeCl2N3O4PS
Source: the Open Molecules 2025 dataset
Level of theory: ωB97M-V/def2-TZVPD

Output
E_LUMO (spin up / spin down) (eV): -7.40 / -7.39
Largest force on an atom (eV/A): 1.857
Gap between HOMO and LUMO (spin up / spin down) (eV): 6.5914 / 6.6005
Total charge: +2

Each line ends with the Löwdin charge.
Atoms and positions in Å:
Ce: 0.0079 -0.1253 -1.0378  1.0809
S: 4.5684 0.5631 0.6729  1.2017
C: 3.5931 1.0035 2.0341  -0.4415
C: 4.0040 1.2914 3.3336  -0.0582
C: 3.0379 1.6624 4.2429  -0.0521
C: 1.6921 1.7584 3.8692  -0.0499
C: 1.2837 1.4643 2.5857  -0.0210
C: 2.2465 1.0668 1.6569  -0.2943
N: 2.0195 0.7376 0.3221  -0.0099
C: 3.1550 0.4881 -0.2930  -0.5257
C: 3.1831 0.1598 -1.7228  -0.2402
C: 4.3586 0.1691 -2.4739  -0.0137
C: 4.3147 -0.1116 -3.8323  -0.0285
C: 3.1159 -0.3992 -4.4678  -0.0273
C: 1.9223 -0.4014 -3.7401  -0.0635
C: 1.9869 -0.1241 -2.3877  -0.2058
H: 5.0455 1.2392 3.6172  0.1230
H: 3.3273 1.9014 5.2570  0.1199
H: 0.9620 2.0744 4.6021  0.1169
H: 0.2442 1.5520 2.3049  0.0785
H: 5.3087 0.4058 -2.0104  0.1099
H: 5.2318 -0.0995 -4.4047  0.1242
H: 3.0999 -0.6156 -5.5272  0.1233
H: 0.9882 -0.6260 -4.2456  0.1122
Cl: -1.8062 1.3337 0.5502  0.7945
C: -2.3660 0.5260 2.0518  -0.5368
C: -3.0632 1.3283 2.9317  -0.0734
C: -3.5804 0.7323 4.0756  -0.0295
C: -3.4030 -0.6240 4.3047  -0.0331
C: -2.6928 -1.3967 3.4006  -0.0516
C: -2.1378 -0.8283 2.2493  -0.3517
P: -1.1837 -1.8143 1.0730  1.0453
C: 0.4813 -1.9965 1.7598  -0.3835
C: 0.8198 -1.8072 3.0988  -0.0597
C: 2.1168 -2.0477 3.5243  -0.0397
C: 3.0828 -2.4732 2.6227  -0.0423
C: 2.7621 -2.6618 1.2852  -0.0495
C: 1.4650 -2.4191 0.8594  -0.1294
C: -1.9376 -3.4377 0.9833  -0.3592
C: -1.4273 -4.5298 1.6827  -0.0716
C: -2.0670 -5.7568 1.5902  -0.0515
C: -3.2036 -5.8900 0.8081  -0.0441
C: -3.7083 -4.8027 0.1054  -0.0484
C: -3.0737 -3.5751 0.1851  -0.0772
H: -3.2216 2.3767 2.7258  0.1200
H: -4.1414 1.3334 4.7778  0.1256
H: -3.8272 -1.0828 5.1866  0.1241
H: -2.5733 -2.4588 3.5740  0.1221
H: 0.0746 -1.4732 3.8086  0.1134
H: 2.3752 -1.9128 4.5655  0.1232
H: 4.0889 -2.6715 2.9670  0.1236
H: 3.5090 -3.0122 0.5857  0.1247
H: 1.2085 -2.6511 -0.1819  0.1151
H: -0.5390 -4.4289 2.2919  0.1091
H: -1.6763 -6.6092 2.1287  0.1176
H: -3.6970 -6.8499 0.7391  0.1194
H: -4.5882 -4.9157 -0.5122  0.1181
H: -3.4535 -2.7321 -0.3795  0.1102
O: -2.8747 -0.0581 -6.3730  0.1666
C: -2.6667 1.2071 -6.0497  -0.4851
O: -2.9724 2.1192 -6.7618  0.1255
C: -2.0303 1.4864 -4.7172  -0.0062
C: -1.6005 2.7586 -4.3231  -0.5369
Cl: -1.5601 4.2008 -5.1884  0.9080
N: -1.1077 2.6604 -3.0644  -0.0271
N: -1.1751 1.3899 -2.6298  0.0158
C: -1.7425 0.6857 -3.6082  -0.1167
C: -1.8567 -0.7834 -3.3750  -0.4665
O: -2.1497 -1.5880 -4.2230  0.1646
O: -1.5115 -1.1116 -2.1285  -0.2179
C: -0.6430 3.6609 -2.1497  -0.1904
C: 0.4528 3.3566 -1.3509  -0.0410
C: 0.8997 4.2757 -0.4151  -0.0465
C: 0.2542 5.4980 -0.2905  -0.0442
C: -0.8513 5.7816 -1.0786  -0.0338
C: -1.3178 4.8628 -2.0090  -0.0121
H: -2.6235 -0.6851 -5.6698  0.0727
H: 0.9646 2.4015 -1.4338  0.0714
H: 1.7546 4.0389 0.2038  0.1153
H: 0.6070 6.2270 0.4251  0.1193
H: -1.3681 6.7245 -0.9670  0.1228
H: -2.1944 5.0849 -2.5965  0.1094


No. 2
Formula: C6H8FNO3
Source: the Open Molecules 2025 dataset
Level of theory: ωB97M-V/def2-TZVPD

Output
E_LUMO (eV): 0.65
SMILES string: N=C=C(CO)OCCC(=O)F
Largest force on an atom (eV/A): 4.075
Gap between HOMO and LUMO (eV): 9.1750
ΔE to the lowest compared entry with this formula, charge and spin (kJ/mol): 214.5

Each line ends with the Löwdin charge.
Atoms and positions in Å:
N: 2.0623 -0.8359 -1.2018  0.2407
C: 1.3212 -0.5514 -0.3328  -0.1538
C: 0.6521 -0.0628 0.6368  -0.3219
C: 1.0893 1.1114 1.4279  -0.1819
O: 1.6445 0.6666 2.6483  -0.0336
O: -0.4698 -0.7265 1.1437  -0.0747
C: -1.2778 -1.2538 0.1515  -0.1330
C: -1.7629 0.0818 -0.8122  -0.0072
C: -0.6635 0.6358 -1.6345  -0.5429
O: -0.2253 0.0443 -2.5616  0.1306
F: -0.3212 1.8780 -1.2856  0.1198
H: 2.0869 -0.6265 -2.1897  0.0956
H: 0.0952 1.7004 1.3023  0.1534
H: 1.8684 1.7153 1.0961  0.1108
H: 1.4083 -0.2631 2.8499  0.1065
H: -2.0854 -1.8235 0.7216  0.1512
H: -0.7931 -1.9068 -0.5232  0.0948
H: -2.4845 -0.4298 -1.4769  0.1295
H: -2.1447 0.6466 0.0404  0.1164


No. 3
Formula: C42H116N10O11
Source: the Open Molecules 2025 dataset
Level of theory: ωB97M-V/def2-TZVPD

Output
E_LUMO (eV): 0.58
SMILES string: COC[C@H](C)N.COC[C@H](C)N.COC[C@H](C)N.COC[C@H](C)N.COC[C@H](C)N.COC[C@H](C)N.COC[C@H](C)N.COC[C@H](C)N.COC[C@H](C)N.COC[C@H](C)N.CCO
Largest force on an atom (eV/A): 2.468
Gap between HOMO and LUMO (eV): 8.9138
ΔE to the lowest compared entry with this formula, charge and spin (kJ/mol): 245.2

Each line ends with the Löwdin charge.
Atoms and positions in Å:
C: -1.7208 -3.5298 5.2332  -0.1073
O: -0.9167 -2.4178 5.5804  -0.1894
C: -0.0013 -1.9182 4.6149  -0.1770
C: 1.0289 -0.9981 5.3212  -0.4088
C: 0.5041 0.3762 5.7337  -0.0537
N: 2.1525 -0.7313 4.4543  0.0404
H: -2.2939 -3.8553 6.1011  0.0895
H: -1.0783 -4.3490 4.9051  0.0808
H: -2.4831 -3.3269 4.4781  0.0700
H: 0.4872 -2.7831 4.1640  0.0897
H: -0.5802 -1.3711 3.8667  0.1122
H: 1.4262 -1.5648 6.1645  0.1391
H: 1.2220 1.1331 6.0460  0.0729
H: -0.2144 0.3138 6.5539  0.0768
H: -0.1564 0.7540 4.9501  0.0616
H: 1.8408 -0.2916 3.5962  0.0421
H: 2.5510 -1.5882 4.0798  0.0141
C: 1.8928 -0.1048 -7.1886  -0.1092
O: 2.0607 0.5553 -5.9482  -0.2088
C: 0.8084 0.9002 -5.3127  -0.1642
C: 1.0830 1.6525 -4.0277  -0.3903
C: 2.0277 0.8974 -3.1102  -0.0447
N: -0.1430 1.8729 -3.2623  0.0500
H: 2.8873 -0.4693 -7.4499  0.0854
H: 1.6586 0.6248 -7.9655  0.0858
H: 1.2737 -0.9951 -7.0706  0.0856
H: 0.2652 1.3916 -6.1222  0.1182
H: 0.3873 -0.0822 -5.0899  0.1026
H: 1.5485 2.6264 -4.1992  0.1344
H: 1.8570 -0.1794 -3.1613  0.0835
H: 2.0868 1.2325 -2.0752  0.0714
H: 3.0547 0.9626 -3.4735  0.0625
H: 0.1033 2.3269 -2.3875  0.0278
H: -0.8187 2.3969 -3.8075  0.0355
C: -1.2295 -3.5872 1.3457  -0.0815
O: -2.6339 -3.8028 1.1669  -0.1997
C: -2.9333 -5.1040 0.7157  -0.1881
C: -2.6897 -6.2379 1.7845  -0.4538
C: -3.3603 -7.5441 1.4813  -0.0746
N: -3.1119 -5.8865 3.1242  0.0538
H: -0.7177 -3.8175 0.4103  0.0807
H: -0.8804 -4.2526 2.1373  0.0746
H: -1.0849 -2.5603 1.6787  0.0736
H: -4.0049 -5.0653 0.5085  0.1239
H: -2.4656 -5.2712 -0.2566  0.1069
H: -1.6065 -6.3748 1.7852  0.1253
H: -2.9259 -7.9688 0.5752  0.0797
H: -4.4154 -7.3331 1.3010  0.0800
H: -3.2258 -8.2647 2.2867  0.0834
H: -3.0959 -4.8732 3.1753  0.0369
H: -4.1233 -5.9624 3.1429  0.0755
C: -3.8733 5.2124 -0.8573  -0.0994
O: -2.4536 5.4012 -0.7935  -0.1971
C: -1.7110 4.2043 -1.0787  -0.1627
C: -0.2129 4.6205 -1.1186  -0.4082
C: 0.1826 5.3250 -2.4028  -0.0385
N: 0.5777 3.4214 -0.8460  0.0340
H: -4.4291 6.1143 -0.6035  0.0868
H: -4.1807 4.4933 -0.0941  0.0660
H: -4.2565 4.8105 -1.7971  0.0794
H: -1.9595 3.5021 -0.2803  0.1012
H: -2.0795 3.8210 -2.0324  0.1160
H: 0.0120 5.3277 -0.3168  0.1296
H: 1.1763 5.7531 -2.2683  0.0827
H: -0.5376 6.1414 -2.4611  0.0809
H: 0.1639 4.6307 -3.2424  0.0578
H: 1.5547 3.6832 -0.8521  0.0836
H: 0.3633 3.0279 0.0632  0.0213
C: -2.7179 1.4969 -4.8115  -0.0761
O: -2.1840 2.8182 -4.9047  -0.2559
C: -2.4111 3.5799 -6.0635  -0.2062
C: -1.7680 4.9257 -5.8193  -0.4295
C: -2.4918 5.9815 -5.0328  -0.0568
N: -1.5113 5.4716 -7.1765  0.0381
H: -2.0699 0.8827 -5.4384  0.0790
H: -3.7227 1.4351 -5.2340  0.0882
H: -2.7723 1.1814 -3.7713  0.0906
H: -2.0789 3.0663 -6.9684  0.1215
H: -3.4917 3.6440 -6.2228  0.1287
H: -0.8857 4.7639 -5.1980  0.1200
H: -1.8078 6.7987 -4.8108  0.0853
H: -2.9577 5.6134 -4.1178  0.0721
H: -3.3426 6.2677 -5.6545  0.0784
H: -0.9860 4.7942 -7.7122  0.0635
H: -2.4257 5.5512 -7.6022  0.0660
C: 4.7649 0.4571 1.3781  -0.0808
O: 5.2460 0.9944 0.1125  -0.2128
C: 6.5718 0.5171 -0.1658  -0.1939
C: 7.0464 1.0700 -1.5503  -0.4094
C: 6.1181 0.6201 -2.6841  -0.0701
N: 8.3865 0.5921 -1.8761  0.0273
H: 3.6854 0.5205 1.5102  0.0611
H: 5.2131 1.1206 2.1193  0.0866
H: 5.0614 -0.5809 1.5331  0.0782
H: 7.1973 0.9266 0.6311  0.1175
H: 6.5110 -0.5673 -0.0594  0.1197
H: 6.9785 2.1462 -1.3790  0.1315
H: 6.0378 -0.4436 -2.9133  0.0821
H: 6.3066 1.0156 -3.6840  0.0724
H: 5.0698 0.8876 -2.5417  0.0464
H: 8.7769 1.1698 -2.6075  0.0714
H: 8.9740 0.6457 -1.0547  0.0632
C: -5.9687 4.6147 2.8798  -0.1226
O: -4.7022 4.0244 2.6658  -0.1959
C: -4.7861 2.6255 3.0057  -0.1973
C: -3.4563 2.0313 2.5904  -0.4181
C: -3.4446 0.5125 2.5994  -0.0504
N: -2.3914 2.4846 3.5044  0.0497
H: -6.2443 4.5777 3.9355  0.0872
H: -6.7979 4.2150 2.2936  0.0872
H: -5.8492 5.6616 2.5997  0.0887
H: -4.9314 2.5441 4.0862  0.1253
H: -5.6879 2.1970 2.5649  0.1272
H: -3.2449 2.4642 1.6116  0.1272
H: -3.6767 0.1122 3.5876  0.0829
H: -2.4228 0.2146 2.3646  0.0548
H: -4.1630 0.0334 1.9336  0.0825
H: -2.0968 3.3622 3.0963  0.0618
H: -2.9394 2.7417 4.3159  0.0804
C: 2.1556 4.3256 6.2313  -0.1421
O: 2.2010 3.4311 5.1830  -0.1924
C: 1.1297 3.5856 4.2461  -0.1894
C: 1.3501 2.7794 2.9369  -0.3824
C: 2.5359 3.2332 2.1079  -0.0488
N: 0.1301 2.8902 2.0962  0.0438
H: 1.1805 4.3205 6.7252  0.0862
H: 2.3259 5.3405 5.8641  0.0866
H: 2.8802 4.1052 7.0148  0.0902
H: 0.1997 3.2624 4.7191  0.1071
H: 1.0126 4.6557 4.0558  0.1221
H: 1.4475 1.7573 3.3037  0.1079
H: 2.5931 2.6308 1.2006  0.0554
H: 3.4534 3.1769 2.6921  0.0839
H: 2.3172 4.2273 1.7144  0.0803
H: -0.2164 3.8403 2.0397  0.0787
H: -0.5966 2.4053 2.6139  0.0241
C: -3.2589 -5.2594 -3.5131  -0.0670
O: -2.0403 -5.2310 -4.3382  -0.1997
C: -0.9031 -4.8660 -3.5940  -0.1980
C: -0.9519 -3.3463 -3.2697  -0.4375
C: -1.1562 -2.4598 -4.5142  -0.0511
N: 0.2657 -2.8991 -2.6498  0.0390
H: -4.0510 -5.7000 -4.1164  0.0849
H: -3.4760 -4.2566 -3.1460  0.0756
H: -3.1534 -5.8899 -2.6287  0.0681
H: -0.8636 -5.3778 -2.6291  0.1079
H: -0.0595 -5.2054 -4.1947  0.1290
H: -1.7930 -3.0434 -2.6406  0.1183
H: -2.0501 -2.7614 -5.0620  0.0742
H: -0.3118 -2.6087 -5.1895  0.0771
H: -1.2646 -1.3868 -4.3560  0.0502
H: 0.5068 -3.2805 -1.7448  0.0553
H: 0.1540 -1.9086 -2.4647  0.0284
C: 2.5601 -8.1395 2.9006  -0.1128
O: 2.1706 -6.7942 2.6896  -0.2117
C: 3.1237 -5.8011 3.1451  -0.1646
C: 2.5141 -4.3583 3.0621  -0.4101
C: 2.3478 -3.9146 1.5671  -0.0426
N: 3.3731 -3.4034 3.6949  0.0263
H: 2.6983 -8.2189 3.9807  0.0829
H: 3.4466 -8.4554 2.3484  0.0849
H: 1.7476 -8.8104 2.6237  0.0855
H: 3.3765 -6.0201 4.1840  0.1171
H: 3.9586 -5.8651 2.4451  0.1237
H: 1.5285 -4.3688 3.5265  0.1117
H: 3.2170 -4.0678 0.9253  0.0788
H: 1.9953 -2.8880 1.4756  0.0582
H: 1.6712 -4.6281 1.0934  0.0660
H: 3.5075 -3.6591 4.6659  0.0902
H: 4.3150 -3.4528 3.3275  0.0907
C: 0.3927 -0.2259 0.4974  -0.0636
C: -0.8494 0.0857 -0.3196  -0.3112
O: -0.6924 -0.3757 -1.6187  -0.1258
H: 0.1986 0.0314 1.5412  0.0470
H: 1.2629 0.3956 0.2824  0.0610
H: 0.6331 -1.2867 0.4341  0.0532
H: -1.2491 1.0965 -0.4227  0.0988
H: -1.6979 -0.4790 0.0731  0.0987
H: -0.3924 0.2924 -2.2530  0.0252


No. 4
Formula: C4H8O2S
Source: the Open Molecules 2025 dataset
Level of theory: ωB97M-V/def2-TZVPD

Output
E_LUMO (eV): 0.67
SMILES string: C=C[C@](O)(S)CO
Largest force on an atom (eV/A): 4.672
Gap between HOMO and LUMO (eV): 9.8502
ΔE to the lowest compared entry with this formula, charge and spin (kJ/mol): 352.0

Each line ends with the Löwdin charge.
Atoms and positions in Å:
C: 1.1760 -1.8070 -0.3545  -0.0337
C: 1.0652 -0.5410 -0.0071  -0.0462
C: -0.7315 -0.0487 0.2559  -0.7554
O: -1.1790 -0.2853 1.5500  -0.0630
S: -1.8295 -0.7868 -0.9658  0.8231
C: -0.7691 1.5137 0.0988  -0.2828
O: -0.4306 1.9376 -1.2111  -0.1624
H: 2.0691 -2.3385 -0.5793  0.0514
H: 0.1845 -2.2429 -0.3453  0.0207
H: 1.6466 0.2506 0.4385  0.0824
H: -1.2338 -1.2196 1.7457  0.0907
H: -1.9525 0.3293 -1.6643  -0.1285
H: -1.7407 2.1288 0.1839  0.1552
H: -0.0766 2.0219 0.7522  0.1050
H: 0.2593 1.2922 -1.6686  0.1434


| no. | calculated total energy (eV) |
| --- | --- |
| 1 | -114754.7562 |
| 2 | -16698.1782 |
| 3 | -82851.6288 |
| 4 | -19204.7499 |